# 1
Molecular formula: C3H10NS
Method: DFT, ωB97M-V with the def2-TZVPD basis set

As for the frontier orbital gap: 0.248 Eh. The highest occupied orbital energy comes out at -2.84 eV. Its LUMO energy is 3.91 eV. For the energy above the lowest of the compared OMol25 structures with the same formula, charge and spin, the calculation gives 0.1 kJ/mol. The total charge is -1. The calculation puts the largest force on an atom at 0.0139 hartree/bohr.

Last column: Löwdin charge in e.
Cartesian coordinates (Å):
C (-1.030, 1.191, 1.058)  -0.108
C (-0.129, 0.228, 0.293)  -0.576
C (-0.778, -1.142, 0.166)  -0.114
N (0.103, 0.754, -1.061)  -0.023
H (-1.297, 0.786, 2.038)  0.063
H (-0.540, 2.162, 1.200)  0.062
H (-1.944, 1.375, 0.481)  0.068
H (0.823, 0.118, 0.830)  0.095
H (-0.087, -1.808, -0.348)  0.018
H (-1.016, -1.558, 1.152)  0.066
H (-1.706, -1.078, -0.414)  0.070
H (0.488, 1.692, -1.010)  0.047
H (0.881, 0.199, -1.483)  -0.071
S (2.633, -1.271, -1.025)  -0.137
H (3.600, -1.649, -1.878)  -0.461

=====

# 2
Molecular formula: C29H29BrN9O2SSiTa
Method: DFT, ωB97M-V with the def2-TZVPD basis set

As for the frontier orbital gap: 0.213 Eh. The highest occupied orbital energy comes out at -13.29 eV. Its LUMO energy is -7.49 eV. For the energy above the lowest of the compared OMol25 structures with the same formula, charge and spin, the calculation gives 235.2 kJ/mol. The total charge is +2. The calculation puts the largest force on an atom at 0.0137 hartree/bohr.

Last column: Löwdin charge in e.
Cartesian coordinates (Å):
Ta (-0.314, 0.454, 0.192)  1.597
S (-0.148, -0.208, 2.624)  0.685
C (0.215, -1.883, 2.318)  -0.763
N (0.545, -2.791, 3.304)  0.148
N (0.563, -2.388, 4.480)  0.076
C (0.835, -3.213, 5.591)  -0.204
C (0.828, -2.601, 6.840)  0.000
C (1.087, -3.371, 7.959)  -0.041
C (1.345, -4.728, 7.815)  -0.027
C (1.345, -5.325, 6.555)  -0.036
C (1.089, -4.573, 5.428)  0.006
N (0.109, -2.432, 1.146)  0.059
N (-0.299, -1.604, 0.190)  -0.247
C (-0.763, -2.231, -1.009)  -0.307
C (-1.929, -1.704, -1.551)  -0.059
C (-2.461, -2.264, -2.706)  -0.056
C (-1.850, -3.364, -3.275)  -0.053
C (-0.700, -3.905, -2.704)  -0.042
C (-0.145, -3.344, -1.567)  -0.024
H (0.354, -1.397, 4.674)  0.112
H (0.620, -1.541, 6.935)  0.124
H (1.084, -2.916, 8.939)  0.122
H (1.545, -5.330, 8.691)  0.123
H (1.543, -6.383, 6.457)  0.122
H (1.078, -5.017, 4.443)  0.120
H (-2.485, -0.927, -1.026)  0.106
H (-3.364, -1.852, -3.134)  0.122
H (-2.275, -3.820, -4.159)  0.120
H (-0.240, -4.780, -3.143)  0.119
H (0.743, -3.759, -1.111)  0.117
C (2.286, -0.477, -2.541)  -0.193
Si (0.862, 0.704, -2.283)  0.572
C (1.373, 2.509, -2.280)  -0.191
C (-0.399, 0.439, -3.627)  -0.312
C (-0.200, -0.501, -4.639)  -0.097
C (-1.111, -0.629, -5.677)  -0.067
C (-2.245, 0.171, -5.714)  -0.061
C (-2.456, 1.118, -4.721)  -0.065
C (-1.535, 1.255, -3.694)  -0.112
H (2.834, -0.182, -3.440)  0.055
H (1.927, -1.499, -2.685)  0.027
H (3.011, -0.496, -1.726)  0.007
H (1.991, 2.668, -3.169)  0.053
H (1.936, 2.841, -1.411)  0.006
H (0.494, 3.150, -2.388)  0.032
H (0.674, -1.142, -4.632)  0.100
H (-0.932, -1.352, -6.462)  0.115
H (-2.955, 0.068, -6.524)  0.114
H (-3.327, 1.760, -4.759)  0.111
H (-1.697, 2.019, -2.944)  0.077
N (4.764, 2.311, 1.049)  0.171
N (3.752, 1.391, 0.958)  -0.245
N (3.977, 0.098, 1.008)  0.179
C (2.776, -0.394, 0.763)  -0.196
N (1.886, 0.594, 0.582)  -0.196
N (2.536, 1.742, 0.700)  0.118
H (5.574, 1.857, 1.454)  0.121
H (4.457, 3.112, 1.588)  0.121
H (2.543, -1.443, 0.711)  0.122
Br (-4.991, 5.672, -2.119)  0.823
C (-3.474, 5.449, -1.032)  -0.665
C (-2.879, 6.556, -0.432)  -0.064
C (-1.757, 6.405, 0.375)  -0.027
C (-1.219, 5.151, 0.586)  0.020
C (-1.823, 4.045, -0.022)  -0.142
C (-2.956, 4.186, -0.832)  -0.039
C (-1.261, 2.740, 0.169)  -0.500
O (-1.792, 1.674, -0.407)  -0.167
O (-0.226, 2.474, 0.860)  -0.115
H (-3.299, 7.539, -0.598)  0.119
H (-1.310, 7.275, 0.835)  0.124
H (-0.346, 5.015, 1.209)  0.129
H (-3.420, 3.321, -1.285)  0.118

=====

# 3
Molecular formula: C11H12NO2
Method: DFT, ωB97M-V with the def2-TZVPD basis set

As for the frontier orbital gap: 0.283 Eh. The highest occupied orbital energy comes out at -4.34 eV. Its LUMO energy is 3.37 eV. For the energy above the lowest of the compared OMol25 structures with the same formula, charge and spin, the calculation gives 108.3 kJ/mol. The total charge is -1. The calculation puts the largest force on an atom at 0.0612 hartree/bohr.

Last column: Löwdin charge in e.
Cartesian coordinates (Å):
C (-3.397, -1.286, 0.719)  -0.092
C (-1.638, -0.685, -0.987)  -0.064
C (-0.260, 0.575, 0.112)  -0.239
C (-2.059, -0.800, 0.362)  -0.241
C (-1.122, -0.016, 1.074)  -0.157
C (0.836, 1.378, 0.467)  -0.025
C (0.943, 1.869, 1.781)  -0.105
C (-0.890, 0.381, 2.406)  -0.061
C (0.049, 1.327, 2.731)  -0.143
N (-0.649, 0.246, -1.158)  0.068
H (0.115, -0.037, -1.979)  0.116
H (-2.045, -1.151, -1.864)  0.111
H (1.446, 1.677, -0.379)  0.097
H (-3.477, -2.148, 1.383)  0.060
H (-4.090, -1.463, -0.118)  0.075
H (1.519, 2.795, 1.917)  0.091
H (-1.513, -0.065, 3.181)  0.098
H (0.114, 1.621, 3.753)  0.073
H (-3.895, -0.513, 1.312)  0.071
C (3.254, -0.346, -1.573)  -0.038
C (2.297, -0.768, -2.711)  -0.698
O (1.228, -0.063, -2.958)  -0.132
O (2.702, -1.599, -3.525)  -0.044
H (3.448, 0.705, -1.439)  0.049
H (4.196, -0.802, -1.865)  0.053
H (2.889, -0.832, -0.640)  0.077

=====

# 4
Molecular formula: C20H26N2O2
Method: DFT, ωB97M-V with the def2-TZVPD basis set

As for the frontier orbital gap: 0.316 Eh. The highest occupied orbital energy comes out at -8.31 eV. Its structure (SMILES) is CC(C)(C)NC[C@H](CO)O/N=C1\c2ccccc2[C@H]2C=CC=C[C@@H]12. Its LUMO energy is 0.30 eV. For the energy above the lowest of the compared OMol25 structures with the same formula, charge and spin, the calculation gives 440.2 kJ/mol. The total charge is 0. The calculation puts the largest force on an atom at 0.0521 hartree/bohr.

Last column: Löwdin charge in e.
Cartesian coordinates (Å):
C (-3.648, 2.142, -1.331)  -0.056
C (-2.173, 1.731, -1.256)  -0.651
C (-1.557, 1.746, -2.648)  -0.063
C (-1.456, 2.767, -0.362)  -0.049
N (-2.043, 0.403, -0.646)  0.001
C (-2.379, -0.824, -1.374)  -0.168
C (-2.193, -2.074, -0.542)  -0.316
C (-3.087, -2.108, 0.669)  -0.239
O (-2.901, -3.345, 1.322)  -0.061
O (-0.831, -2.242, -0.163)  -0.108
N (-0.431, -1.511, 0.985)  0.127
C (0.819, -1.144, 1.031)  -0.151
C (1.935, -1.428, 0.096)  -0.073
C (1.991, -2.050, -1.183)  0.014
C (3.251, -2.173, -1.824)  -0.051
C (4.428, -1.748, -1.157)  -0.076
C (4.345, -1.198, 0.084)  -0.039
C (3.113, -0.992, 0.707)  -0.132
C (2.892, -0.346, 2.060)  -0.191
C (3.518, 1.004, 2.015)  -0.045
C (2.824, 2.155, 2.189)  -0.085
C (1.397, 2.149, 2.459)  -0.085
C (0.709, 0.962, 2.438)  -0.025
C (1.350, -0.409, 2.245)  -0.170
H (-3.757, 3.149, -1.816)  0.096
H (-4.185, 1.409, -1.947)  0.070
H (-4.092, 2.201, -0.327)  0.083
H (-1.503, 2.787, -3.042)  0.089
H (-2.225, 1.180, -3.349)  0.090
H (-0.555, 1.310, -2.603)  0.084
H (-0.432, 2.489, -0.183)  0.061
H (-1.494, 3.756, -0.814)  0.080
H (-1.948, 2.821, 0.620)  0.086
H (-1.111, 0.301, -0.165)  0.110
H (-3.397, -0.763, -1.768)  0.126
H (-1.698, -0.923, -2.219)  0.108
H (-2.477, -2.889, -1.209)  0.159
H (-4.125, -2.000, 0.369)  0.127
H (-2.934, -1.268, 1.369)  0.117
H (-1.934, -3.461, 1.442)  0.089
H (1.083, -2.412, -1.679)  0.105
H (3.346, -2.594, -2.802)  0.091
H (5.358, -1.936, -1.621)  0.092
H (5.261, -0.938, 0.646)  0.125
H (3.356, -0.953, 2.839)  0.156
H (4.579, 1.040, 1.910)  0.097
H (3.310, 3.139, 2.218)  0.105
H (0.906, 3.106, 2.619)  0.100
H (-0.380, 0.947, 2.562)  0.109
H (1.174, -0.965, 3.133)  0.139

=====

# 5
Molecular formula: C20H30N10
Method: DFT, ωB97M-V with the def2-TZVPD basis set

As for the frontier orbital gap: 0.425 Eh. The highest occupied orbital energy comes out at -11.24 eV. Its structure (SMILES) is CC#N.CC#N.CC#N.CC#N.CC#N.CC#N.CC#N.CC#N.CC#N.CC#N. Its LUMO energy is 0.32 eV. For the energy above the lowest of the compared OMol25 structures with the same formula, charge and spin, the calculation gives 0.0 kJ/mol. The total charge is 0. The calculation puts the largest force on an atom at 0.0377 hartree/bohr.

Last column: Löwdin charge in e.
Cartesian coordinates (Å):
C (-3.991, 2.095, -2.865)  -0.056
C (-3.166, 1.017, -2.295)  -0.269
N (-2.538, 0.177, -1.837)  0.160
H (-3.848, 2.922, -2.176)  0.068
H (-5.014, 1.725, -2.893)  0.086
H (-3.692, 2.291, -3.891)  0.077
C (-1.721, 4.542, 0.440)  -0.081
C (-1.670, 4.453, 1.891)  -0.310
N (-1.676, 4.395, 3.035)  0.139
H (-2.665, 4.120, 0.102)  0.063
H (-0.898, 4.013, -0.038)  0.063
H (-1.575, 5.575, 0.122)  0.082
C (0.269, 1.320, -3.972)  -0.073
C (1.387, 1.466, -4.903)  -0.274
N (2.262, 1.585, -5.635)  0.143
H (0.459, 1.905, -3.076)  0.080
H (0.148, 0.262, -3.744)  0.076
H (-0.654, 1.646, -4.450)  0.075
C (4.411, -1.155, 0.865)  -0.097
C (4.339, 0.067, 1.626)  -0.294
N (4.346, 1.043, 2.231)  0.130
H (5.062, -1.880, 1.361)  0.082
H (4.635, -1.084, -0.194)  0.059
H (3.470, -1.722, 0.874)  0.036
C (-3.402, 1.501, 2.059)  -0.077
C (-4.492, 1.845, 1.143)  -0.275
N (-5.315, 2.124, 0.390)  0.123
H (-3.594, 1.974, 3.019)  0.084
H (-2.457, 1.853, 1.645)  0.001
H (-3.339, 0.419, 2.156)  0.069
C (-2.081, -3.054, 1.251)  -0.055
C (-2.356, -2.679, 2.650)  -0.278
N (-2.569, -2.399, 3.745)  0.140
H (-1.048, -3.372, 1.164)  0.058
H (-2.297, -2.211, 0.597)  0.065
H (-2.832, -3.823, 1.058)  0.087
C (0.219, -0.462, -0.369)  -0.128
C (-0.170, 0.708, 0.392)  -0.244
N (-0.487, 1.590, 1.052)  0.164
H (0.248, -0.298, -1.440)  0.038
H (-0.488, -1.265, -0.179)  0.041
H (1.205, -0.770, -0.032)  0.024
C (4.105, -0.084, -3.749)  -0.075
C (3.418, 0.304, -2.525)  -0.257
N (2.879, 0.612, -1.559)  0.177
H (5.015, -0.649, -3.574)  0.082
H (4.346, 0.834, -4.282)  0.070
H (3.412, -0.646, -4.370)  0.077
C (0.023, -0.502, 4.384)  -0.061
C (0.583, -1.267, 3.282)  -0.251
N (1.023, -1.860, 2.404)  0.172
H (-0.799, 0.124, 4.055)  0.074
H (0.802, 0.077, 4.881)  0.090
H (-0.302, -1.204, 5.154)  0.080
C (2.253, -5.022, 1.225)  -0.063
C (1.989, -4.100, 0.119)  -0.298
N (1.755, -3.370, -0.731)  0.150
H (1.653, -5.919, 1.114)  0.081
H (2.117, -4.489, 2.162)  0.066
H (3.305, -5.302, 1.132)  0.083

=====

Q: What is the formula in the second record?
A: C29H29BrN9O2SSiTa